Entry 1:
16
Properties=species:S:1:pos:R:3 method="wB97M-V/def2-TZVPD" charge=+1 e_tot_ha=-379.2833 relative_energy_kj_mol=581.6 homo_ev=-13.98 lumo_ev=-4.2 orbital_gap_ev=9.814
C 1.27489 -0.37676 0.23643
C -0.79674 -0.80603 0.14646
C -0.40733 1.68602 -0.13257
N 0.44383 -1.54813 0.42271
N 0.04325 0.31693 -0.42315
O 2.36674 -0.55410 -0.43272
O -1.75821 -1.37940 -0.57220
H 1.40152 0.35463 1.05767
H -1.42956 -0.14436 1.79592
H -0.51362 2.04602 0.97525
H 0.22134 2.50575 -0.45448
H -1.50634 1.78809 -0.53410
H 0.58774 -2.16304 1.22861
H 0.07895 0.25294 -1.40293
H 2.45730 -1.28639 -1.15857
H -2.46378 -0.69215 -0.75233


Entry 2:
13
Properties=species:S:1:pos:R:3 method="wB97M-V/def2-TZVPD" e_tot_ha=-469.0574 relative_energy_kj_mol=376.3 smiles="N/N=C/OC(=O)NO" homo_ev=-9.29 lumo_ev=0.7 orbital_gap_ev=9.975
C -0.71753 -0.35515 0.72130
C 0.99489 0.06265 -0.86367
H -2.91994 -1.08874 1.18064
H -3.49479 0.13355 2.34380
H -0.69105 -1.30110 0.12099
H 2.37942 1.63629 -0.40105
H 2.45800 0.07920 -2.59079
N -2.66727 -0.55330 2.05833
N -1.54430 0.26557 1.49156
N 2.12281 0.82073 -0.95978
O 0.56826 0.16323 0.53446
O 0.59114 -0.74543 -1.61238
O 2.92034 0.88249 -2.02341


Entry 3:
101
Properties=species:S:1:pos:R:3 method="wB97M-V/def2-TZVPD" charge=-2 e_tot_ha=-3594.0694 homo_ev="-1.06 / -1.06" lumo_ev="3.2 / 3.2" orbital_gap_ev="4.238 / 4.239"
Sn 0.09780 -0.24856 -1.44788
C 4.03750 -0.16390 -3.21486
N 3.73549 -0.41056 -1.83529
C 4.35370 -1.59686 -1.21917
C 3.26081 -2.59806 -0.79909
N 3.77411 -3.42951 0.26651
C 2.93026 -4.31850 0.76122
C 2.33996 -5.39575 0.01720
F 2.40461 -5.45408 -1.35192
C 1.69814 -6.40704 0.68360
F 1.03947 -7.39620 -0.00898
C 1.73216 -6.48287 2.04779
F 1.17236 -7.55018 2.62121
C 2.12802 -5.42078 2.84179
F 2.04420 -5.41031 4.21131
C 2.64688 -4.31075 2.19208
F 2.96022 -3.22195 2.92915
C 3.54319 0.79655 -1.04260
C 3.23940 0.66114 0.44636
N 1.85527 0.34408 0.75196
C 1.50861 0.46759 2.04003
C 0.19540 0.04081 2.49784
F -0.77975 -0.17669 1.54121
C -0.18475 -0.22799 3.79426
F -1.40200 -0.75899 4.06351
C 0.73162 0.07227 4.81670
F 0.37290 -0.00507 6.10172
C 1.94326 0.64709 4.47137
F 2.81830 0.90003 5.51799
C 2.30466 0.87331 3.18949
F 3.54012 1.46490 2.95647
H 5.05003 0.23170 -3.38336
H 3.31509 0.52668 -3.67278
H 3.93065 -1.09993 -3.80852
H 5.00039 -1.29328 -0.36267
H 5.00622 -1.99785 -1.96744
H 2.95454 -3.21866 -1.67495
H 2.35842 -2.06181 -0.49992
H 2.66643 1.34449 -1.47059
H 4.43863 1.44587 -1.12430
H 3.48443 1.65035 0.89028
H 3.86328 -0.13098 0.98365
O -3.76771 0.22326 -3.28967
C -2.60735 0.49002 -2.95556
O -1.94745 -0.03668 -1.95006
C -1.89609 1.73111 -3.61769
C -1.42408 2.66314 -2.46734
C -1.30228 4.06015 -3.00021
C -0.13521 3.91898 -3.99848
C 0.32921 2.48154 -3.80559
O 0.02752 2.19934 -2.32523
C -0.59535 1.49185 -4.50528
C 0.08236 0.07268 -4.63254
O 0.15015 -0.47995 -5.74612
O 0.51804 -0.51587 -3.52916
H -2.72881 2.12439 -4.21166
H -1.99299 2.45858 -1.56118
H -2.22453 4.43960 -3.47540
H -0.98847 4.71725 -2.20324
H -0.37888 4.16246 -5.03430
H 0.72104 4.55007 -3.71479
H 1.42881 2.38900 -4.01308
H -0.77898 1.74211 -5.57714
C -3.90821 0.39818 2.26949
C -3.73108 0.73046 0.92166
N -2.98777 1.78886 0.56089
C -2.35587 2.50172 1.47299
C -2.51245 2.25865 2.85695
C -3.24821 1.11810 3.23006
C -2.03992 3.16158 3.87990
C -1.35491 4.34305 3.75441
C -1.22261 5.24868 2.61110
C -0.00538 5.87432 2.35317
C 0.06132 6.71472 1.25216
N -0.98426 6.90519 0.42853
C -2.10456 6.36203 0.85522
N -2.28899 5.53729 1.86851
H -4.54515 -0.44581 2.53502
H -4.14555 0.12479 0.10905
H -1.72529 3.30210 1.10300
H -3.38062 0.85313 4.26874
H -2.10810 2.78318 4.88912
H -0.88892 4.70598 4.65663
H 0.85165 5.68792 2.98171
H 0.95106 7.29896 1.03721
H -3.01378 6.53840 0.29238
C -2.96034 -3.31953 -2.26478
N -2.68049 -3.94262 -0.98244
C -3.51744 -5.07896 -0.64819
C -1.70188 -3.37558 -0.20836
C -1.46767 -3.84067 1.21122
O -0.95816 -2.44792 -0.63506
H -3.22194 -4.04951 -3.01766
H -2.09401 -2.70900 -2.56672
H -3.79153 -2.61646 -2.28232
H -4.55423 -4.76502 -0.41649
H -3.17188 -5.48890 0.28753
H -3.50166 -5.81970 -1.45726
H -0.99266 -4.81994 1.23708
H -2.43570 -3.99847 1.74428
H -0.86186 -3.08197 1.67459


Entry 4:
14
Properties=species:S:1:pos:R:3 method="wB97M-V/def2-TZVPD" e_tot_ha=-1152.4779 relative_energy_kj_mol=299.6 smiles="C#C[C@@](C)(Cl)C(=C)Cl" homo_ev=-9.63 lumo_ev=0.5 orbital_gap_ev=10.170
C 0.87729 -1.23884 -2.24516
C 0.50002 -0.92676 -1.13800
C -0.07710 2.01316 0.78878
C 0.24178 -0.60345 0.22143
C 0.61479 0.92285 0.41055
C -1.23438 -0.81853 0.48901
Cl 2.11429 1.26398 -0.31385
Cl 1.20984 -1.56334 1.38996
H 1.26727 -1.44190 -3.19196
H -0.92159 2.06867 1.29538
H 0.27828 2.96183 0.63962
H -1.50334 -1.30583 1.51334
H -1.52527 -1.45161 -0.23893
H -1.84189 0.11976 0.37982